Entry from the OMol25 dataset: a 6-piece molecular cluster, C42H93IO3 overall at a distorted geometry (ωB97M-V/def2-TZVPD).

XYZ file:
```
139
Properties=species:S:1:pos:R:3:lowdin_charge:R:1
H -2.66909 -3.51950 -2.54069 0.070
H -4.84886 -2.21350 2.58062 0.084
H 6.76574 -0.72655 -0.73163 0.085
C -6.32444 -3.87495 6.03487 -0.271
H 10.98663 -2.62042 4.00971 0.104
H 10.92278 0.40666 3.53746 0.066
H -1.29472 -0.50553 5.49316 0.105
O 6.13446 1.23447 -1.16633 -0.218
H -4.04012 -0.33581 -2.98323 0.057
H 9.67754 -1.56607 4.50124 0.098
C -2.65171 -4.53292 -2.12976 -0.106
H -2.30217 0.59664 1.47797 0.096
C -4.86488 0.90866 -1.31414 -0.358
H -0.77300 -0.22626 1.68424 0.099
H 4.73576 1.76736 0.42026 0.129
C -0.82535 -0.17752 4.55909 -0.264
H -4.04275 -2.60551 4.82649 0.096
C 0.49980 5.45243 -9.67091 -0.274
C 5.79746 -0.16374 -0.97833 -0.122
H 0.16231 3.49565 -8.85329 0.100
H -0.97103 7.05523 -9.76726 0.066
H -3.61917 -3.96482 3.81227 0.088
H -0.70652 -3.27437 1.26723 0.100
C -1.91725 -0.01039 3.50167 -0.221
C -5.94399 -4.02542 2.29086 -0.102
H -6.54568 -4.75028 2.84479 0.070
C -5.40379 -2.93070 3.19693 -0.265
C 10.44482 -1.70868 3.73432 -0.273
H 2.19791 3.37897 -3.19924 0.107
H 0.97466 -1.29794 4.96860 0.071
C -3.92012 -0.27647 -1.85305 -0.126
H -4.31951 -4.24889 -0.81923 0.100
H -1.96098 1.71569 -1.40299 0.093
H -5.73334 1.03638 -2.05493 0.132
C -2.56421 -3.64490 0.25734 -0.223
H -6.72538 -4.66800 6.67565 0.105
H -0.37898 2.09883 1.17305 0.084
H -2.48676 3.09903 2.04894 0.065
H -7.12369 -3.61626 5.33347 0.099
H -4.80276 3.16125 -1.49745 0.127
C -0.21216 4.32946 -6.14951 -0.132
H 1.74066 4.84817 -2.19570 0.114
H -2.61131 -5.58628 2.34094 0.054
H 7.28311 0.51130 2.33829 0.101
C 6.76425 -1.46255 2.97984 -0.112
C 5.05364 2.04118 -0.65329 -0.251
H 2.14498 2.79452 -0.13511 0.103
H 5.34799 -0.54377 -1.96148 0.100
C -1.52381 -5.67662 2.40519 -0.109
C -1.10014 -3.99401 0.53866 -0.219
H 5.06790 -0.36334 -0.12113 0.093
C -4.46814 -3.45856 4.28755 -0.224
H -0.69602 6.22106 -11.30714 0.075
H -2.14167 3.79207 -8.07832 0.107
C 2.74034 3.16843 -1.03439 -0.194
C 3.74104 2.01787 -1.57831 -0.178
C -2.69879 2.47855 -1.81589 -0.654
C -1.54715 4.68878 -8.28976 -0.227
H -2.84385 -0.24531 -1.48488 0.074
H -1.16382 -4.97541 3.16309 0.070
H 0.07838 4.79611 -5.20411 0.064
H 0.50492 7.35973 -10.68259 0.069
C 7.78928 -0.35553 2.77784 -0.267
H -3.29192 -5.59350 -0.36814 0.101
H 10.59098 -2.11583 1.62660 0.110
H 12.22464 -0.68731 3.03656 0.075
C -0.21159 6.58596 -10.39756 -0.116
C -0.71803 1.85793 2.18774 -0.264
H 3.18364 1.01964 -1.46035 0.113
H -1.93571 2.82651 3.71177 0.070
H -5.54625 1.30504 0.87762 0.077
C 0.29953 3.03273 -2.08831 -0.112
H 3.39109 4.05538 -0.69249 0.109
H 3.97381 2.13437 -2.68674 0.117
C 8.94139 -0.76190 1.85696 -0.226
H -0.35118 0.78435 4.77734 0.100
H -4.82201 -0.42848 0.57595 0.064
H 5.39125 3.14305 -0.59125 0.129
H -5.40365 -5.34447 4.76709 0.102
H 8.53299 -1.03646 0.87752 0.094
H 9.19836 -2.83670 2.39810 0.100
H -6.89000 -2.33494 7.43888 0.070
H 8.17112 -0.02573 3.74892 0.099
H 7.20490 -2.33978 3.45934 0.067
H -4.36464 -1.26058 -1.43836 0.074
C 1.74862 3.71132 -2.19948 -0.168
H -0.76663 3.41549 -5.91859 -0.004
H 1.27696 5.05038 -10.33058 0.104
C -0.43693 4.30956 -9.27387 -0.230
H 1.01910 5.84703 -8.79244 0.098
H -6.23548 -2.37413 3.63934 0.102
C -0.85751 -5.41121 1.06187 -0.263
H 0.18380 1.79732 2.80447 0.102
H -2.23292 5.39610 -8.76775 0.101
C -5.99647 -2.66929 6.90506 -0.114
C 0.23719 -1.19572 4.16809 -0.108
H -0.90163 3.90091 -10.17932 0.109
H -1.05325 3.93465 2.66316 0.075
C -3.27292 -4.56432 -0.74002 -0.270
H 11.87136 -0.44845 4.75318 0.069
C 9.80130 -1.92362 2.36280 -0.228
H -4.34835 -4.72458 6.01520 0.111
H -3.96824 2.54811 0.02149 0.104
H -1.61673 -4.88278 -2.11846 0.068
H -5.12565 -4.55929 1.80003 0.056
H -0.51291 6.21511 -7.14387 0.101
H 0.77194 -0.89575 3.26356 0.066
O -2.17513 3.80231 -1.40072 -0.131
C -1.60322 2.99118 2.68386 -0.098
C -1.43537 0.51360 2.14617 -0.226
H -0.50848 -3.85053 -0.37124 0.102
C -5.11014 -4.42583 5.28580 -0.223
C -0.91511 4.06086 -2.00607 -0.445
H -0.21096 -2.17820 3.99433 0.064
C -4.12230 2.32272 -1.08971 -0.185
H 0.22239 -5.55909 1.17421 0.106
H -2.60711 -2.61498 -0.11682 0.093
H -1.94425 5.56496 -6.37266 0.105
H 5.95066 -1.11024 3.61971 0.070
H -3.12673 -3.64536 1.19726 0.078
H 9.57618 0.11269 1.68151 0.104
C -5.45900 0.42594 0.13822 -0.093
H -5.63351 -1.82761 6.31032 0.065
H 0.70451 4.05334 -6.67704 0.069
H -1.29634 -6.68936 2.74565 0.073
H -6.52544 0.02669 -0.01406 0.079
C -1.06649 5.28790 -6.96704 -0.263
C 11.42058 -0.53987 3.76234 -0.115
H -2.40877 -0.97768 3.34183 0.096
H -6.58024 -3.59208 1.51548 0.073
O -0.75061 5.22100 -2.47345 0.046
H -2.69094 0.65599 3.89730 0.104
H -3.21181 -5.18188 -2.80818 0.072
H -1.19298 -6.15370 0.33159 0.100
H 0.32390 2.32983 -1.18470 0.101
H -5.23424 -2.92139 7.64743 0.075
I -2.78533 2.50592 -3.99474 0.973
H 6.33270 -1.77193 2.02368 0.065
H 0.12089 2.40108 -3.03884 0.103
```

Output
F_max (eV Å⁻¹): 4.838
Frontier orbital gap (eV): 9.9
LUMO (eV): 0.2
Total energy (a.u.): -2179.37432
SMILES string: COCCCCCC(=O)O[C@H](I)CC(C)C.CCCCCC.CCCCCC.CCCCCC.CCCCCC.CCCCCC
Spin multiplicity: 1